[1]
{
  "formula": "C3H3Cl9",
  "method": "ωB97M-V/def2-TZVPD",
  "species": ["C", "Cl", "Cl", "Cl", "H", "C", "Cl", "Cl", "Cl", "H", "C", "Cl", "Cl", "Cl", "H"],
  "xyz": [[1.161740, 1.473607, 4.424279], [0.152265, 0.127008, 4.937764], [2.642016, 1.559753, 5.361593], [0.251522, 2.996411, 4.515861], [1.404670, 1.337697, 3.380406], [1.335177, -0.405641, -0.821429], [1.281517, 0.603255, 0.612179], [2.826584, -1.369143, -0.857519], [1.178349, 0.548526, -2.277128], [0.528599, -1.124697, -0.787838], [-2.595662, -1.237506, -3.746327], [-1.319104, -0.721306, -4.845462], [-3.880356, -0.035674, -3.642236], [-1.946072, -1.595036, -2.132601], [-3.021248, -2.157249, -4.121543]],
  "atomic_forces_ev_per_a": [[-0.32, 0.28, -0.07], [0.02, -0.08, 0.00], [0.06, 0.00, 0.00], [0.10, -0.09, 0.06], [0.15, -0.13, 0.01], [0.32, -0.46, -0.11], [-0.09, 0.12, 0.16], [-0.02, 0.09, 0.02], [-0.05, 0.14, -0.15], [-0.16, 0.14, 0.06], [0.06, 0.05, 0.13], [-0.07, -0.04, 0.05], [0.06, -0.04, -0.02], [-0.06, 0.01, -0.08], [-0.01, -0.01, -0.06]],
  "nbo_charge": [-0.285, 0.023, 0.031, 0.008, 0.224, -0.287, 0.010, 0.009, 0.037, 0.229, -0.280, 0.029, 0.028, -0.004, 0.229],
  "e_tot_ev": -115861.149,
  "fmax_ev_per_a": 0.58,
  "relative_energy_kcal_mol": 4.3,
  "smiles": "ClC(Cl)Cl.ClC(Cl)Cl.ClC(Cl)Cl"
}

***

[2]
{
  "formula": "C3H3ClF2",
  "method": "ωB97M-V/def2-TZVPD",
  "species": ["C", "C", "C", "H", "H", "H", "F", "F", "Cl"],
  "xyz": [[0.682497, -0.982223, -0.000398], [0.250362, 0.450031, -0.001612], [-0.985323, 0.945704, -0.003905], [1.281550, -1.187328, 0.888564], [1.300420, -1.175962, -0.875676], [-0.182574, -1.646944, -0.012397], [1.263972, 1.329302, 0.003337], [-1.193320, 2.258611, 0.000229], [-2.417583, 0.008810, 0.001861]],
  "atomic_forces_ev_per_a": [[-0.27, 0.32, 0.05], [-0.43, -0.44, 0.02], [0.51, -0.25, 0.03], [-0.03, 0.02, -0.01], [0.02, -0.03, -0.06], [0.15, 0.10, 0.00], [0.15, 0.14, -0.01], [-0.13, 0.08, -0.01], [0.02, 0.07, -0.01]],
  "nbo_charge": [-0.673, 0.314, 0.246, 0.232, 0.232, 0.240, -0.314, -0.298, 0.022],
  "e_tot_ev": -21116.182,
  "fmax_ev_per_a": 0.61,
  "relative_energy_kcal_mol": 8.6,
  "smiles": "C/C(F)=C(/F)Cl"
}

***

[3]
{
  "formula": "C3H3ClF2",
  "method": "ωB97M-V/def2-TZVPD",
  "species": ["C", "C", "C", "F", "F", "Cl", "H", "H", "H"],
  "xyz": [[-0.472694, -1.908943, 0.456943], [0.522826, -2.481257, 0.899618], [-0.129520, 1.970134, -0.504463], [1.663936, -1.909463, 0.884045], [-1.347731, 1.322993, -0.811754], [1.127737, 0.547190, -0.224485], [-1.197137, -2.713973, 0.625765], [-0.231785, 2.738405, 0.203063], [0.064369, 2.434914, -1.528732]],
  "atomic_forces_ev_per_a": [[-4.61, -3.21, 0.43], [2.90, 3.71, -0.93], [-0.16, -2.62, -4.62], [3.94, -1.56, 1.42], [0.95, 0.67, 1.29], [-1.52, 2.57, -0.06], [-2.25, 0.82, -0.83], [0.04, 0.22, 1.71], [0.70, -0.59, 1.59]],
  "nbo_charge": [-0.299, 0.347, 0.097, -0.285, -0.357, -0.091, 0.215, 0.186, 0.186],
  "e_tot_ev": -21110.404,
  "fmax_ev_per_a": 5.64,
  "relative_energy_kcal_mol": 141.9,
  "smiles": "C#CF.FCCl"
}

***

[4]
{
  "formula": "C3H3ClFNOS",
  "method": "ωB97M-V/def2-TZVPD",
  "species": ["C", "C", "C", "H", "H", "H", "N", "O", "F", "S", "Cl"],
  "xyz": [[0.495642, -0.844565, -0.199334], [-0.537198, 0.243563, 0.067695], [-0.135783, 1.411931, 0.955835], [-0.839719, -1.523130, -1.566893], [0.628078, -2.498642, -1.453294], [0.510748, 1.120247, 1.788869], [0.069273, -1.677004, -1.158458], [-1.634344, 0.179951, -0.409093], [-1.253434, 2.025979, 1.403528], [1.902381, -0.988412, 0.624086], [0.794355, 2.550083, -0.052941]],
  "atomic_forces_ev_per_a": [[0.04, -0.59, -0.42], [0.11, 0.02, 0.07], [0.30, 0.15, 0.18], [-0.04, 0.02, 0.00], [-0.60, 1.10, 0.50], [-0.23, 0.04, -0.18], [0.66, -0.74, -0.22], [-0.10, -0.04, -0.08], [0.00, -0.01, 0.10], [-0.09, 0.15, 0.05], [-0.04, -0.11, 0.00]],
  "nbo_charge": [-0.016, 0.475, 0.115, 0.419, 0.419, 0.223, -0.743, -0.476, -0.315, -0.076, -0.025],
  "e_tot_ev": -32772.163,
  "fmax_ev_per_a": 1.35,
  "relative_energy_kcal_mol": 0.0,
  "smiles": "NC(=S)C(=O)[C@H](F)Cl"
}